(1)
DFT (the ωB97M-V functional and the def2-TZVPD basis) results for an isolated molecule of C4H8N2 in a non-equilibrium geometry.

Element x y z (Å)
H: -2.27002 -1.65134 -0.01097
N: -2.51961 -0.64238 0.02581
C: -1.62911 0.40542 -0.12592
N: -0.35988 0.47790 -0.52195
C: 0.52373 1.43939 0.00546
C: 0.59039 0.05763 0.42993
C: 1.49072 -1.09656 -0.22291
H: -2.44653 1.17848 -0.14463
H: 1.15258 1.90035 -0.66400
H: 0.19549 2.22423 0.75900
H: 0.21485 -0.58348 1.20839
H: 2.27511 -1.02455 0.61618
H: 2.07535 -0.75877 -1.03540
H: 0.70693 -1.92632 -0.31899

Summary:
**Structure (SMILES)**: [H]/N=C\N1C[C@@H]1C
**Energy relative to the best compared isomer or geometry (same formula, charge and spin)**: 99.4 kcal/mol
**E_tot**: -266.563607 a.u.
**Multiplicity**: 1
**HOMO energy**: -9.2439 eV
**LUMO**: 0.91 eV
**Gap between HOMO and LUMO**: 10.2 eV

Results of the Mulliken charge analysis, in e, for atoms 1 through 6: number 1, H, carries 0.193; number 2, N, carries -0.561; number 3, C, carries 0.024; number 4, N, carries -0.229; number 5, C, carries -0.362; number 6, C, carries -0.182



(2)
DFT (the ωB97M-V functional and the def2-TZVPD basis) results for a structure of composition C48H91F2N2O3SbSi3Ti in a non-equilibrium geometry.

Element x y z (Å)
Ti: -0.62334 1.36342 0.06272
C: -2.61524 3.67372 -2.87968
N: -1.29924 3.46392 -2.30278
C: -0.68244 4.74702 -2.02048
C: -0.50284 2.66912 -3.22718
C: 0.95586 2.45462 -2.82258
N: 1.17206 1.71082 -1.58088
C: 1.55606 0.31932 -1.87108
C: 0.62536 -0.35928 -2.81638
C: 1.13836 -0.85888 -3.99338
C: 0.33496 -1.53158 -4.89358
C: -1.00654 -1.65338 -4.54288
C: -1.57044 -1.16328 -3.37628
C: -0.73114 -0.48518 -2.43558
O: -1.09404 0.02362 -1.27808
C: -3.06634 -1.35628 -3.14198
C: -3.72954 0.02342 -3.09998
C: -3.25434 -2.09508 -1.81798
C: -3.77404 -2.18218 -4.22728
C: 0.87316 -2.14288 -6.17798
C: 0.72416 -3.66878 -6.10278
C: 2.35766 -1.82518 -6.38828
C: 0.09816 -1.61338 -7.39198
C: 2.26426 2.34922 -0.81338
C: 3.08576 1.38212 -0.01308
C: 4.38316 1.11212 -0.40858
C: 5.17276 0.22242 0.30092
C: 4.64606 -0.21418 1.51432
C: 3.36026 0.03582 1.95522
C: 2.45786 0.71772 1.07502
O: 1.16486 0.73312 1.18092
C: 3.00566 -0.33938 3.38832
C: 3.34346 0.87242 4.27312
C: 3.79786 -1.54678 3.91332
C: 1.52376 -0.66788 3.50762
C: 6.50456 -0.32828 -0.18508
C: 6.34336 -1.84728 -0.36048
C: 7.61796 -0.04328 0.83132
C: 6.93196 0.25642 -1.53418
H: -2.55924 4.22952 -3.83418
H: -3.09804 2.71742 -3.06548
H: -3.23274 4.23932 -2.18378
H: -0.38784 5.27592 -2.94468
H: -1.38604 5.37182 -1.47408
H: 0.18606 4.59512 -1.38638
H: -0.99414 1.70132 -3.34158
H: -0.47794 3.16102 -4.22368
H: 1.43326 1.92422 -3.66008
H: 1.43766 3.43462 -2.75068
H: 2.57826 0.28602 -2.28728
H: 1.55706 -0.24358 -0.92898
H: 2.19276 -0.71708 -4.17718
H: -1.65094 -2.16848 -5.23518
H: -3.23594 0.63702 -2.35458
H: -3.65104 0.50112 -4.07728
H: -4.78174 -0.05958 -2.83788
H: -2.87384 -1.49778 -0.99278
H: -4.30674 -2.30688 -1.64398
H: -2.72044 -3.04158 -1.85538
H: -3.73264 -1.69138 -5.19838
H: -3.35104 -3.18148 -4.30888
H: -4.82234 -2.28708 -3.95258
H: 1.26536 -4.05048 -5.23988
H: -0.31944 -3.95468 -6.00168
H: 1.12756 -4.13508 -7.00108
H: 2.95476 -2.23028 -5.57468
H: 2.70266 -2.27578 -7.31818
H: 2.52116 -0.75118 -6.44818
H: -0.95504 -1.87428 -7.33288
H: 0.17816 -0.52968 -7.44818
H: 0.50306 -2.03678 -8.31078
H: 2.94716 2.88152 -1.49678
H: 1.79836 3.07772 -0.14548
H: 4.76256 1.61532 -1.28778
H: 5.28536 -0.80348 2.14902
H: 4.41066 1.08652 4.23802
H: 2.81166 1.75622 3.92942
H: 3.06066 0.67812 5.30592
H: 4.84526 -1.30568 4.08622
H: 3.37416 -1.85628 4.86722
H: 3.73446 -2.38298 3.22082
H: 0.92766 0.23092 3.39772
H: 1.25406 -1.36118 2.72202
H: 1.30776 -1.12808 4.46692
H: 6.05496 -2.31838 0.57562
H: 5.56476 -2.05088 -1.09298
H: 7.27206 -2.30058 -0.70608
H: 7.39996 -0.49748 1.79422
H: 8.56766 -0.44178 0.47522
H: 7.72696 1.02942 0.97942
H: 6.17876 0.06282 -2.29358
H: 7.09586 1.32912 -1.46108
H: 7.86296 -0.20898 -1.85648
C: -1.50914 4.70882 1.87812
C: -0.20814 3.88462 1.72462
C: 0.94176 4.90722 1.51442
C: 0.06476 3.11772 3.02852
O: -0.30274 2.97962 0.68582
H: -1.34854 5.52542 2.57832
H: -2.30924 4.08172 2.25452
H: -1.79814 5.11562 0.91112
H: 0.93426 5.64392 2.31362
H: 0.81366 5.43262 0.57242
H: 1.90856 4.41172 1.52292
H: 0.17456 3.78892 3.87722
H: 0.97856 2.54392 2.89222
H: -0.76264 2.43542 3.20902
F: -2.86464 2.08852 1.52792
C: -2.65704 1.95072 0.12582
F: -3.50904 0.87992 -0.14758
H: -3.17274 2.83472 -0.29178
C: 0.95516 -3.68538 1.98542
Si: -0.88094 -3.06628 2.11952
C: -1.65324 -3.93438 0.59192
C: -1.53464 -4.08658 3.60952
Sb: -1.73284 -0.58148 1.81912
Si: -4.78094 -1.05138 2.14462
C: -5.89424 -0.87878 0.56672
C: -5.82714 0.02612 3.37562
C: -5.18434 -2.85318 2.73032
Si: -1.93604 0.07662 4.43692
C: -3.11734 1.58492 4.72612
C: -2.76134 -1.34428 5.44032
C: -0.52064 0.53802 5.69852
H: 0.99066 -4.72018 1.65112
H: 1.46846 -3.63698 2.94092
H: 1.52576 -3.09908 1.26982
H: -1.52224 -5.01378 0.60542
H: -1.18534 -3.55828 -0.31348
H: -2.71624 -3.72538 0.53062
H: -1.49324 -5.15188 3.40462
H: -2.56334 -3.83308 3.82492
H: -0.95184 -3.90328 4.50502
H: -6.00674 0.16372 0.29112
H: -6.88834 -1.29118 0.73232
H: -5.46444 -1.38658 -0.28568
H: -5.58784 1.07742 3.26812
H: -5.64054 -0.25118 4.40742
H: -6.89284 -0.08658 3.18752
H: -4.66564 -3.59368 2.13352
H: -6.24914 -3.05868 2.66612
H: -4.88994 -3.00758 3.76212
H: -3.97934 1.29222 5.31422
H: -3.48884 1.98752 3.79562
H: -2.62224 2.39202 5.25542
H: -3.62044 -1.74628 4.92232
H: -3.09284 -0.99228 6.41272
H: -2.06664 -2.15708 5.60592
H: 0.16706 1.28712 5.32352
H: 0.05976 -0.33348 5.97942
H: -0.96344 0.92992 6.61112

Summary:
**Energy relative to the best compared isomer or geometry (same formula, charge and spin)**: 0.0 kcal/mol
**Expectation value of S²**: 0.753
**E_tot**: -4376.918994 a.u.
**Total charge**: -1
**Multiplicity**: 2
**HOMO energy (alpha / beta)**: -3.6055 / -4.5829 eV
**LUMO (alpha / beta)**: 2.26 / 2.25 eV
**Gap between HOMO and LUMO (alpha / beta)**: 5.9 / 6.8 eV

Results of the Mulliken charge analysis, in e, for atoms 1 through 6: number 1, Ti, carries 0.299; number 2, C, carries -1.206; number 3, N, carries 1.215; number 4, C, carries -1.088; number 5, C, carries -0.937; number 6, C, carries -2.100



(3)
DFT (the ωB97M-V functional and the def2-TZVPD basis) results for a cluster of 2 separate species, C3H14N9 in total in a non-equilibrium geometry.

Element x y z (Å)
C: 2.08085 0.25984 0.95281
C: -2.36257 0.71798 -0.20861
C: 0.80629 0.77846 -1.10523
N: 2.46717 1.50779 1.20233
N: 1.52938 -0.11822 -0.24602
N: -1.62160 -0.21924 -0.69220
N: 2.38676 -0.66665 1.79894
N: -2.92675 0.79508 1.01774
N: 0.52261 0.23218 -2.29363
N: 0.56453 1.92562 -0.64019
N: 1.44065 -1.51162 -0.36304
N: -1.43937 -1.41366 -0.02867
H: -2.57589 1.46128 -0.95822
H: 3.17087 -0.44255 2.48219
H: 2.33866 -1.66622 1.65837
H: -3.22628 1.74588 1.15837
H: -2.84738 -0.02309 1.62764
H: -0.16738 0.72857 -2.95889
H: 0.64370 -0.77610 -2.54305
H: 2.17344 2.35739 0.73133
H: -0.27576 2.26508 -1.10925
H: 1.70971 -1.79129 -1.30358
H: 0.51313 -1.83864 -0.14270
H: -1.51979 -1.37580 0.91542
H: -2.06127 -2.11154 -0.45359
H: 2.95192 1.50545 2.13528

Summary:
**Energy relative to the best compared isomer or geometry (same formula, charge and spin)**: 10.1 kcal/mol
**E_tot**: -615.220932 a.u.
**Total charge**: +1
**Multiplicity**: 1
**HOMO energy**: -11.7307 eV
**LUMO**: -2.52 eV
**Gap between HOMO and LUMO**: 9.2 eV

Results of the Mulliken charge analysis, in e, for atoms 1 through 6: number 1, C, carries 0.485; number 2, C, carries -0.074; number 3, C, carries 0.442; number 4, N, carries -0.343; number 5, N, carries 0.303; number 6, N, carries -0.126



(4)
DFT (the ωB97M-V functional and the def2-TZVPD basis) results for a cluster of 7 separate species, C43H54IN9P in total in a non-equilibrium geometry.

Element x y z (Å)
C: 2.49366 4.85664 -0.08189
C: 3.21572 4.76933 -1.53596
C: 2.13623 4.69959 -2.71320
I: 2.97219 4.57318 -4.72703
C: 0.91957 3.66819 -2.43003
N: -0.22262 4.31740 -1.88166
N: -1.33466 3.64534 -1.61823
C: -1.32582 2.29842 -1.92943
C: -0.22099 1.37665 -2.50729
P: -0.53476 -0.41231 -2.85834
C: -2.25988 -0.88910 -2.17251
C: 0.64379 -1.61731 -2.03768
C: 1.11035 2.19568 -2.76878
C: 2.35550 1.43004 -3.33629
C: 3.73512 1.54399 -2.54440
C: 3.66315 1.43792 -0.95836
C: 2.82756 0.20555 -0.38941
N: 2.89314 0.18215 1.12292
H: 1.97109 3.88994 0.20708
H: 1.75567 5.73947 -0.06138
H: 3.34879 5.10117 0.64823
H: 4.04350 4.00082 -1.57921
H: 3.73414 5.79347 -1.64896
H: 1.68888 5.76507 -2.72248
H: -0.22726 5.33129 -1.66800
H: -2.32337 1.76385 -1.72203
H: -2.36410 -0.33431 -1.17983
H: -3.08130 -0.64415 -2.91372
H: -2.17856 -1.99831 -1.91669
H: 0.48701 -1.58111 -0.90587
H: 1.73951 -1.51043 -2.31015
H: 0.32945 -2.67323 -2.37182
H: 2.58010 1.67432 -4.43935
H: 2.08440 0.31026 -3.35407
H: 4.28448 2.46533 -2.93962
H: 4.37905 0.65142 -2.89077
H: 4.74728 1.28031 -0.59498
H: 3.29170 2.36514 -0.41800
H: 1.71982 0.44188 -0.62450
H: 3.10344 -0.80449 -0.83126
H: 1.98172 -0.19790 1.44483
H: 2.86173 1.16254 1.46891
N: -4.82234 0.91435 -1.07403
C: -5.77262 0.70930 -2.00031
C: -7.01505 0.16384 -1.72285
C: -7.29591 -0.19637 -0.41312
C: -6.33162 0.00259 0.56403
C: -5.12089 0.55849 0.18566
H: -5.50516 1.00380 -3.01010
H: -7.74438 0.02378 -2.51049
H: -8.25690 -0.62769 -0.15627
H: -6.51657 -0.26732 1.59595
H: -4.33660 0.73686 0.91461
N: -2.58025 -3.96071 -4.57130
C: -1.95749 -3.21394 -5.49715
C: -2.48516 -2.93477 -6.74693
C: -3.72893 -3.46015 -7.06576
C: -4.39423 -4.23721 -6.12885
C: -3.78257 -4.45484 -4.90460
H: -0.98608 -2.82903 -5.20134
H: -1.93793 -2.32308 -7.45315
H: -4.17538 -3.26572 -8.03457
H: -5.36585 -4.66348 -6.34386
H: -4.26490 -5.05250 -4.13799
N: 2.35233 1.77318 4.30570
C: 3.57334 1.21626 4.36209
C: 4.33839 1.15142 5.51490
C: 3.81750 1.69608 6.67948
C: 2.55902 2.27968 6.65009
C: 1.87074 2.29126 5.44737
H: 3.93824 0.80749 3.42536
H: 5.31653 0.68753 5.50279
H: 4.38711 1.66577 7.60178
H: 2.12256 2.71472 7.54030
H: 0.88191 2.73283 5.37388
N: -1.02695 5.30116 5.67154
C: -1.76602 4.49638 6.45085
C: -3.04666 4.07495 6.13058
C: -3.60160 4.51183 4.93714
C: -2.86037 5.34610 4.11318
C: -1.58684 5.70764 4.52211
H: -1.29039 4.18416 7.37487
H: -3.59584 3.42247 6.79757
H: -4.60183 4.20522 4.65164
H: -3.26228 5.70688 3.17464
H: -0.96700 6.35549 3.91045
N: 0.54662 -6.34201 -3.31605
C: -0.08894 -5.91681 -4.41967
C: -0.16502 -6.64636 -5.59507
C: 0.45377 -7.88716 -5.63845
C: 1.11922 -8.35006 -4.51249
C: 1.13510 -7.54616 -3.38415
H: -0.55371 -4.94121 -4.33758
H: -0.69439 -6.25414 -6.45483
H: 0.41768 -8.48780 -6.54061
H: 1.61356 -9.31326 -4.51105
H: 1.63932 -7.86598 -2.47795
N: 2.82006 -2.64698 8.24925
C: 2.50738 -1.63364 7.42754
C: 2.28875 -1.78212 6.06773
C: 2.40282 -3.05108 5.51963
C: 2.72709 -4.11706 6.34624
C: 2.92261 -3.86432 7.69463
H: 2.43277 -0.66066 7.90181
H: 2.03608 -0.92710 5.45277
H: 2.24046 -3.20811 4.45884
H: 2.82506 -5.12101 5.95277
H: 3.17424 -4.66541 8.38205

Summary:
**E_tot**: -2802.335644 a.u.
**Total charge**: +1
**Multiplicity**: 1
**HOMO energy**: -10.8314 eV
**LUMO**: -4.29 eV
**Gap between HOMO and LUMO**: 6.5 eV

Results of the Mulliken charge analysis, in e, for atoms 1 through 6: number 1, C, carries -1.072; number 2, C, carries -0.345; number 3, C, carries -1.272; number 4, I, carries 0.132; number 5, C, carries 0.648; number 6, N, carries 0.477